Record 1
60
Properties=species:S:1:pos:R:3:forces:R:3 method="wB97M-V/def2-TZVPD" charge=+1 gap_ha=0.2939 lumo_energy_ev=-2.81 relative_energy_kj_mol=83.3 multiplicity=1
Cs 0.551683 -1.067438 1.128723 -1.33 0.51 -2.45
C 1.374083 -1.409383 -4.055581 -0.13 0.02 -0.06
C 2.385689 -1.220338 -2.934241 0.12 -0.06 0.03
C 2.213141 0.153436 -2.283183 -0.10 0.09 0.11
C 2.333464 -2.298072 -1.867165 -0.09 -0.05 0.04
C 1.202612 -3.071595 -1.635873 -0.01 0.00 0.06
C 1.166785 -4.007873 -0.601329 -0.07 0.06 -0.08
C 2.259260 -4.208848 0.230357 0.04 0.06 0.00
C 2.232174 -5.220309 1.341930 -0.07 -0.01 0.05
C 3.402775 -3.443107 -0.014000 -0.04 -0.01 0.08
C 3.436484 -2.510397 -1.034270 -0.01 0.06 -0.08
H 1.515693 -0.647648 -4.822615 0.03 -0.01 -0.01
H 0.346315 -1.307607 -3.696674 0.02 0.02 0.03
H 1.461082 -2.387412 -4.528544 0.05 -0.02 0.01
H 3.385624 -1.260548 -3.377521 0.01 0.01 0.02
H 1.210952 0.237796 -1.845566 0.02 0.00 -0.03
H 2.318539 0.963184 -3.006564 0.02 -0.03 -0.05
H 2.938457 0.321438 -1.484188 0.03 -0.03 -0.03
H 0.327209 -2.946623 -2.260036 -0.01 -0.05 -0.03
H 0.262983 -4.586710 -0.443295 0.02 -0.05 -0.03
H 2.902768 -6.052940 1.126738 0.01 -0.01 0.00
H 1.230047 -5.625237 1.481240 0.01 -0.03 -0.04
H 2.545572 -4.779610 2.289246 0.05 0.03 -0.02
H 4.279982 -3.588904 0.605201 0.01 0.01 0.01
H 4.344890 -1.942406 -1.204797 0.00 0.02 0.01
N -0.357022 2.045977 3.226387 0.08 0.03 0.27
N 0.068137 1.804001 4.538317 -0.01 -0.10 -0.08
C 0.786536 0.692399 4.831240 -0.19 0.23 -0.25
N 1.177831 0.546823 6.093605 -0.05 0.16 0.09
N 1.013245 -0.103743 3.785533 0.61 -0.65 0.75
N 1.718052 -1.269209 4.015644 -0.34 0.41 -0.85
O 2.088451 -1.640023 5.101623 0.20 -0.22 0.48
O 1.913183 -1.913000 2.974329 1.31 -0.60 2.33
H 0.170836 2.816032 2.832233 -0.09 0.02 -0.06
H -1.347014 2.256588 3.230014 0.02 0.04 -0.03
H -0.050413 2.515014 5.243918 0.02 -0.02 -0.01
H 0.925448 1.237295 6.779220 0.01 -0.02 0.03
H 1.688502 -0.275184 6.368919 0.00 -0.04 -0.07
C -2.419007 4.547031 -1.439282 -0.07 -0.06 -0.12
C -1.588470 3.862290 -0.360720 -0.02 0.32 0.13
Sb -1.324148 1.745624 -0.468802 0.06 0.00 0.03
C -3.218747 1.092384 0.314669 -0.14 -0.15 0.12
C -4.419551 2.022740 0.187228 -0.02 0.09 -0.06
C -1.649626 1.398404 -2.553219 0.10 -0.02 -0.27
C -3.076654 1.410235 -3.084619 -0.09 0.03 0.03
H -2.414363 5.630634 -1.313165 0.02 0.01 0.03
H -3.458250 4.219575 -1.419105 0.01 0.00 0.03
H -2.035332 4.338409 -2.439355 0.03 0.00 0.02
H -2.014045 4.054742 0.629735 0.00 0.02 -0.02
H -0.578469 4.276719 -0.334071 -0.01 0.02 -0.04
H -3.037320 0.850222 1.366474 -0.01 0.03 0.00
H -3.422306 0.132385 -0.169014 -0.02 0.02 -0.02
H -4.231762 3.000014 0.635687 0.03 -0.02 0.02
H -5.296983 1.603638 0.682551 0.00 -0.03 0.01
H -4.684932 2.195538 -0.855151 0.00 -0.02 0.00
H -1.169215 0.438243 -2.758856 -0.06 -0.01 -0.01
H -1.030501 2.141319 -3.064158 -0.04 0.00 -0.03
H -3.716060 0.701838 -2.555517 0.03 -0.02 0.01
H -3.103318 1.138105 -4.140918 0.03 0.00 -0.02
H -3.534981 2.394112 -2.989369 0.01 0.00 -0.01

Record 2
93
Properties=species:S:1:pos:R:3:forces:R:3 method="wB97M-V/def2-TZVPD" charge=+2 gap_ha="0.1930 / 0.1931" lumo_energy_ev="-7.00 / -6.99" multiplicity=1
Nb -0.275741 -0.271902 0.401704 -4.51 1.50 2.70
O -3.471686 -0.570643 -2.215599 0.30 -0.18 -0.69
C -2.316383 -0.737760 -1.912472 -0.92 1.26 1.28
N -1.603843 0.205874 -1.151776 1.47 -2.95 1.08
C -1.618266 1.503166 -1.380905 -1.09 6.08 0.39
C -2.257712 2.142427 -2.493615 -0.08 -1.56 0.07
C -2.533620 3.462943 -2.488509 1.03 2.25 0.84
C -1.970961 4.356647 -1.479043 -1.04 -0.98 -1.99
C -1.228676 3.856001 -0.470411 0.71 -1.34 0.69
C -1.112250 2.413789 -0.328667 -1.80 0.41 -3.41
N -0.686972 1.782117 0.771815 2.48 -3.12 0.63
C -1.049288 2.431517 2.014904 0.10 0.37 -0.16
O -0.368114 3.231897 2.583297 -0.14 -0.31 0.04
C -2.471279 2.059189 2.297521 -0.09 0.44 0.03
C -3.358338 2.940968 2.912436 0.17 -0.75 -0.26
C -4.703469 2.611770 2.826534 -0.21 0.06 -0.16
C -5.077979 1.457788 2.149282 -0.02 0.27 0.31
C -4.102229 0.621053 1.634079 -0.71 0.00 0.15
N -2.834188 0.935565 1.690477 0.35 -0.42 0.09
C -1.615762 -2.017233 -2.033264 -0.26 -0.88 -0.96
C -2.135418 -3.004081 -2.870840 0.34 -0.08 -0.06
C -1.473163 -4.228180 -2.923594 -0.09 0.48 0.24
C -0.375109 -4.423940 -2.106881 -0.06 0.08 0.19
C 0.057154 -3.379517 -1.302060 0.66 -0.51 0.37
N -0.527097 -2.187223 -1.280787 -0.11 0.73 0.87
H -2.601927 1.549163 -3.344922 0.05 0.03 0.44
H -3.053606 3.938932 -3.320002 0.01 -0.31 0.20
H -2.113472 5.411460 -1.645983 0.09 0.18 0.22
H -0.657324 4.520053 0.187525 -0.43 -0.39 0.05
H -3.016624 3.836212 3.395836 0.16 0.22 0.08
H -5.449926 3.283833 3.236222 0.03 -0.14 -0.01
H -6.106937 1.197045 2.010435 -0.42 -0.01 0.06
H -4.384621 -0.304736 1.142544 0.11 0.00 -0.03
H -3.020850 -2.829960 -3.481326 0.22 0.19 0.31
H -1.822412 -5.014475 -3.563139 -0.15 -0.24 -0.21
H 0.108396 -5.388782 -2.049300 0.17 0.08 -0.07
H 0.908589 -3.526110 -0.638358 -0.26 -0.03 -0.22
C 1.490415 0.669578 4.724813 -0.38 -0.55 0.26
C 0.868334 -0.261829 5.540613 0.32 0.15 0.52
C -0.085182 -1.094257 4.990113 -0.08 -0.40 -0.15
C -0.356760 -1.008273 3.631913 -0.35 -0.19 -0.33
N 0.170230 -0.032230 2.863009 -0.86 -0.93 -0.42
C 1.083583 0.754117 3.411473 0.41 1.16 -0.65
C -1.216691 -2.037412 2.959393 0.76 -0.03 1.15
C -1.496653 -3.238680 3.619599 -0.08 0.56 0.02
C -2.324260 -4.149663 3.011391 -0.22 -0.13 -0.34
C -2.859109 -3.858154 1.761099 0.57 0.48 0.29
C -2.447415 -2.691469 1.148395 -0.52 -0.43 -0.25
N -1.625706 -1.809436 1.715904 0.62 0.34 -0.87
H 2.255100 1.306167 5.112139 0.30 0.38 0.04
H 1.147155 -0.355178 6.597498 -0.19 0.08 -0.49
H -0.578333 -1.850501 5.593405 0.14 0.27 -0.06
H 1.482721 1.532005 2.754528 -0.06 -0.28 0.29
H -1.084708 -3.450391 4.599469 -0.05 0.04 -0.24
H -2.544917 -5.078568 3.500469 -0.12 -0.29 0.13
H -3.521254 -4.519614 1.249049 -0.33 -0.32 -0.17
H -2.808542 -2.465040 0.155195 0.03 0.08 -0.05
O 2.020474 -3.235531 1.484184 -0.93 0.73 0.04
C 2.113979 -2.214680 0.855230 2.41 -0.58 -0.51
O 1.302325 -1.161547 0.875467 0.14 -2.28 2.59
C 3.256426 -1.907391 -0.059845 -0.17 -0.40 0.59
C 4.451102 -2.617297 0.035996 0.26 -0.05 0.05
C 5.553446 -2.220809 -0.705734 -0.62 0.04 0.00
C 5.407151 -1.171151 -1.598789 0.18 0.31 -0.45
C 4.201680 -0.501403 -1.737824 -0.32 0.21 0.13
C 3.116661 -0.842287 -0.921052 -0.07 0.44 -0.40
P 1.574135 0.178634 -0.976317 2.48 1.66 -4.12
C 1.155036 0.098400 -2.756161 0.18 0.71 0.30
C 1.485792 -1.062674 -3.430130 0.48 -0.80 0.23
C 1.230122 -1.200855 -4.772580 -0.44 -0.10 -0.55
C 0.581237 -0.184369 -5.462717 0.02 -0.14 0.09
C 0.213481 0.963650 -4.796131 -0.16 0.45 0.41
C 0.499591 1.120690 -3.442942 0.49 -0.12 -0.17
C 2.234088 1.817208 -0.512353 0.22 -0.05 -0.24
C 2.075469 3.036095 -1.182503 -0.09 -0.47 -0.05
C 2.596402 4.184136 -0.626447 0.17 0.12 0.14
C 3.292527 4.136478 0.570399 -0.24 0.32 0.02
C 3.487075 2.937211 1.219032 0.00 -0.44 0.05
C 2.966943 1.774956 0.670853 -0.23 -0.07 0.32
H 4.518129 -3.444959 0.724590 -0.05 -0.07 0.11
H 6.509053 -2.704333 -0.619627 0.12 -0.24 0.12
H 6.256479 -0.869348 -2.209471 -0.21 -0.02 0.11
H 4.110894 0.302025 -2.459925 0.02 0.01 0.05
H 1.975650 -1.885790 -2.904166 -0.08 0.27 -0.19
H 1.488877 -2.111462 -5.292435 0.13 -0.06 0.02
H 0.353102 -0.281157 -6.508689 0.02 -0.10 -0.25
H -0.296764 1.764205 -5.314072 0.02 0.02 -0.08
H 0.267536 2.051385 -2.951376 -0.15 -0.08 -0.09
H 1.586163 3.127349 -2.137369 -0.10 -0.17 -0.01
H 2.457223 5.122668 -1.136418 0.01 0.16 -0.07
H 3.643202 5.045401 1.025046 0.20 0.22 0.00
H 4.035696 2.909594 2.148069 0.06 -0.06 0.08
H 3.052715 0.820951 1.193558 0.30 0.25 -0.07

| no. | calculated total energy (eV) |
| --- | --- |
| 1 | -36803.0099 |
| 2 | -77249.3935 |